Record 1
DFT (wB97M-V/def2-TZVPD) results for the molecule C5H6.

Element x y z (Å)
H 2.43783 0.79589 -0.63724
C 0.79324 -0.36032 0.27251
H -0.33257 1.42807 1.02147
C -2.66493 -0.33936 -0.10475
H 2.47348 -1.24865 -0.23477
H 0.16278 1.42038 -0.65057
C 2.02955 -0.19442 -0.19014
H 0.41939 -1.44246 0.73595
H -3.49456 -0.97742 -0.28770
C -0.24964 0.74028 0.15838
C -1.57458 0.17802 -0.08313

The orbital gap comes out at 0.399 hartree. The calculation puts the HOMO energy at -9.737 eV. Its SMILES is C#CCC=C. The calculation puts the relative energy (zero: lowest compared OMol25 entry of this formula, charge and spin) at 58.7 kcal per mole. As for the maximum force: 3.52 eV/Å.

Here are the natural (NBO) charges for atoms 1 to 6, given in e: number 1, H, carries 0.22; number 2, C, carries -0.16; number 3, H, carries 0.25; number 4, C, carries -0.25; number 5, H, carries 0.22; number 6, H, carries 0.24

=====

Record 2
DFT (wB97M-V/def2-TZVPD) results for the molecule C5H6.

Element x y z (Å)
C -0.27865 1.14526 -1.19177
C 0.05401 0.25097 -0.26297
H 1.05309 -3.37300 -0.56746
C 0.39663 -1.14107 -0.53742
H -0.64331 2.21006 -0.90199
H -0.02556 1.01272 -2.25863
H -0.74019 -0.41659 1.73256
C 0.71868 -2.33237 -0.48995
C -0.29848 0.54882 1.21707
H 0.65960 0.62461 1.87907
H -0.89582 1.47058 1.38149

The orbital gap comes out at 0.375 hartree. The calculation puts the HOMO energy at -9.203 eV. Its SMILES is C#CC(=C)C. The calculation puts the relative energy (zero: lowest compared OMol25 entry of this formula, charge and spin) at 47.5 kcal per mole. As for the maximum force: 3.11 eV/Å.

Here are the natural (NBO) charges for atoms 1 to 6, given in e: number 1, C, carries -0.34; number 2, C, carries -0.10; number 3, H, carries 0.25; number 4, C, carries -0.04; number 5, H, carries 0.20; number 6, H, carries 0.21

=====

Record 3
DFT (wB97M-V/def2-TZVPD) results for a 2-piece molecular cluster, C5H6BBrF2N2O8P2 overall.

Element x y z (Å)
F 2.03102 -2.32077 4.00606
C 1.33205 0.83878 4.28650
P -1.71864 -1.03616 0.08797
F 3.30229 -1.35729 5.64495
O 2.84295 1.70093 2.59731
O 0.52672 1.73155 4.37769
N -2.55316 -0.15140 -2.60577
H -3.33910 0.27947 0.30403
N -0.60064 0.02211 -3.50242
O -3.17230 -0.61050 0.65329
P 0.73959 0.34528 -4.68230
O -0.66948 -0.09976 0.83832
H -2.30750 0.49396 -4.65293
H -0.10667 2.28745 -4.26550
O 1.29794 -0.28288 4.97261
O 0.57915 1.96589 -4.87109
C -0.37062 -0.42036 -2.19172
Br 2.63639 0.01125 -3.54499
C 2.53121 0.82305 3.36503
O 3.18431 -0.30679 3.52254
H 0.56608 -0.62289 -1.69321
H -3.54814 -0.15368 -2.43004
O -1.44518 -2.44693 0.20112
H -0.71209 0.76976 0.40974
C -1.88399 0.16318 -3.71373
B 2.46908 -1.11726 4.55882
C -1.61126 -0.50600 -1.67226

The orbital gap comes out at 0.217 hartree. The calculation puts the HOMO energy at -8.242 eV. As for the maximum force: 2.69 eV/Å.

Here are the natural (NBO) charges for atoms 1 to 6, given in e: number 1, F, carries -0.55; number 2, C, carries 0.67; number 3, P, carries 2.33; number 4, F, carries -0.54; number 5, O, carries -0.60; number 6, O, carries -0.59